1.
Here is a 2-piece molecular cluster, C4H14N3 overall in a non-equilibrium geometry from the OMol25 dataset. Energies are from ωB97M-V/def2-TZVPD.

Structure (XYZ):
```
21
Properties=species:S:1:pos:R:3:lowdin_charge:R:1
C 1.114 2.441 -0.880 -0.160
C -0.375 2.428 -1.156 -0.164
H 1.515 1.505 -0.490 0.025
H 1.646 2.551 -1.828 0.079
H 1.343 3.258 -0.206 0.074
H -0.826 3.406 -0.897 0.078
H -1.001 1.784 -0.487 0.036
H -0.641 2.197 -2.195 0.075
C 0.599 -3.023 0.200 -0.069
C -0.587 -0.973 0.802 -0.418
N -0.551 -2.181 0.223 0.046
N 0.506 -0.200 0.743 0.210
N -1.727 -0.407 1.213 0.206
H -1.440 -2.467 -0.156 0.166
H 1.272 -0.498 0.162 0.120
H 0.493 0.708 1.174 0.123
H -2.308 -0.984 1.807 0.137
H -1.858 0.584 1.341 0.123
H 0.690 -3.717 1.065 0.104
H 1.625 -2.636 0.184 0.093
H 0.512 -3.776 -0.621 0.115
```

The value obtained for the energy above the lowest of the compared OMol25 structures with the same formula, charge and spin is 18.9 kcal per mole. Its electronic energy is -324.8347 a.u. Its HOMO-LUMO gap is 11.608 eV. The max |F| comes out at 3.59 eV/A. The molecular weight comes out at 104.18 g mol⁻¹. The calculation puts the LUMO energy at -0.115 Eh. Its charge is +1.

***

2.
Here is a 2-piece molecular cluster, C4H14N3 overall from the OMol25 dataset. Energies are from ωB97M-V/def2-TZVPD.

Structure (XYZ):
```
21
Properties=species:S:1:pos:R:3:lowdin_charge:R:1
C -1.850 -1.992 -0.931 -0.063
C -0.355 -1.966 -0.697 -0.194
N 0.152 -0.559 -0.743 -0.053
C 1.619 -0.458 -0.676 -0.017
H -2.105 -1.673 -1.939 0.085
H -2.242 -2.997 -0.801 0.091
H -2.363 -1.345 -0.214 0.086
H -0.092 -2.342 0.294 0.136
H 0.202 -2.549 -1.436 0.131
H -0.259 0.005 0.050 0.083
H -0.203 -0.105 -1.585 0.174
H 1.926 -0.690 0.341 0.107
H 1.933 0.557 -0.907 0.094
H 2.059 -1.162 -1.378 0.103
N 0.880 3.165 1.119 0.118
C 0.052 2.351 1.788 -0.324
N -0.412 1.263 1.293 0.041
H 1.069 2.976 0.152 0.099
H 1.254 4.000 1.529 0.109
H -0.190 2.664 2.801 0.135
H -1.075 0.854 1.940 0.061
```

The value obtained for the energy above the lowest of the compared OMol25 structures with the same formula, charge and spin is 7.4 kcal per mole. Its electronic energy is -324.8530 a.u. Its HOMO-LUMO gap is 10.724 eV. The max |F| comes out at 0.61 eV/A. The molecular weight comes out at 104.18 g mol⁻¹. The calculation puts the LUMO energy at -0.096 Eh. Its charge is +1.

***

3.
Here is a 2-piece molecular cluster, C4H14N3 overall in a non-equilibrium geometry from the OMol25 dataset. Energies are from ωB97M-V/def2-TZVPD.

Structure (XYZ):
```
21
Properties=species:S:1:pos:R:3:lowdin_charge:R:1
C -1.479 -1.609 -1.133 -0.188
C -2.133 -0.764 -2.229 -0.153
H -1.997 -2.529 -0.804 0.078
H -0.485 -2.037 -1.470 0.062
H -1.366 -1.016 -0.225 0.041
H -1.714 0.257 -2.322 0.064
H -3.169 -0.708 -1.943 0.063
H -2.048 -1.250 -3.202 0.071
C 0.055 2.195 1.244 -0.024
C 1.475 0.217 0.856 -0.440
N 0.720 1.204 0.355 0.054
N 2.095 0.358 2.017 0.222
N 1.737 -0.862 0.117 0.216
H 0.210 0.982 -0.499 0.144
H 1.919 1.116 2.659 0.126
H 2.666 -0.352 2.446 0.140
H 1.318 -1.098 -0.766 0.108
H 2.402 -1.533 0.464 0.134
H 0.862 2.831 1.583 0.086
H -0.438 1.690 2.063 0.093
H -0.629 2.908 0.789 0.103
```

The value obtained for the energy above the lowest of the compared OMol25 structures with the same formula, charge and spin is 7.9 kcal per mole. Its electronic energy is -324.8522 a.u. Its HOMO-LUMO gap is 11.908 eV. The max |F| comes out at 1.62 eV/A. The molecular weight comes out at 104.18 g mol⁻¹. The calculation puts the LUMO energy at -0.109 Eh. Its charge is +1.

***

4.
Here is a 3-piece molecular cluster, C4H14N3O overall in a non-equilibrium geometry from the OMol25 dataset. Energies are from ωB97M-V/def2-TZVPD.

Structure (XYZ):
```
22
Properties=species:S:1:pos:R:3:lowdin_charge:R:1
C 0.030 0.407 2.066 -0.283
C 0.625 0.876 0.751 -0.147
C -0.069 0.239 -0.334 -0.423
C -1.316 0.498 -0.607 0.342
N -0.964 0.309 -3.815 0.045
N 0.736 -0.644 -1.129 0.194
N 0.729 0.922 3.211 -0.042
H -0.971 1.013 2.120 0.151
H -0.253 -0.603 1.940 0.094
H 0.531 1.957 0.672 0.142
H 1.659 0.625 0.625 0.132
H -1.881 1.505 -0.357 0.177
H -1.713 -0.064 -4.432 0.060
H -0.844 1.298 -3.934 0.022
H 1.586 -0.115 -1.386 0.144
H 0.117 -0.765 -1.971 0.089
H -1.252 0.121 -2.794 -0.006
H 0.613 1.837 3.864 0.160
H 1.348 0.289 3.873 0.131
H 0.602 -3.103 -0.201 0.038
H 0.246 -3.721 1.112 0.031
O 0.440 -2.881 0.728 -0.052
```

The value obtained for the energy above the lowest of the compared OMol25 structures with the same formula, charge and spin is 193.8 kcal per mole. Its electronic energy is -399.8237 a.u. Its HOMO-LUMO gap is 4.597 eV. The max |F| comes out at 5.56 eV/A. The molecular weight comes out at 120.18 g mol⁻¹. The calculation puts the LUMO energy at -0.289 Eh. Its charge is +1.

***

5.
Here is a 2-piece molecular cluster, C4H14N3O overall in a non-equilibrium geometry from the OMol25 dataset. Energies are from ωB97M-V/def2-TZVPD.

Structure (XYZ):
```
22
Properties=species:S:1:pos:R:3:lowdin_charge:R:1
C -0.461 0.474 1.950 -0.145
C 1.026 0.271 1.765 -0.185
C 1.507 -0.172 0.397 -0.224
N 1.610 -1.805 -1.950 0.140
C 0.569 -1.079 -1.550 -0.281
N 0.370 -0.298 -0.538 -0.016
N -1.086 1.434 0.949 0.179
H -0.560 0.941 2.919 0.127
H -1.007 -0.459 1.821 0.133
H 1.615 1.077 2.231 0.120
H 1.320 -0.474 2.554 0.137
H 2.222 0.590 0.045 0.126
H 2.149 -1.031 0.367 0.094
H 2.509 -1.778 -1.496 0.102
H 1.617 -2.273 -2.837 0.111
H -0.252 -0.992 -2.264 0.120
H -0.920 2.412 1.164 0.167
H -2.065 1.142 0.940 0.157
H -0.824 1.213 -0.030 0.119
H -3.707 0.796 -2.252 0.034
H -2.735 -0.431 -2.276 0.035
O -2.897 0.441 -1.908 -0.052
```

The value obtained for the energy above the lowest of the compared OMol25 structures with the same formula, charge and spin is 38.6 kcal per mole. Its electronic energy is -400.0710 a.u. Its HOMO-LUMO gap is 9.988 eV. The max |F| comes out at 2.47 eV/A. The molecular weight comes out at 120.18 g mol⁻¹. The calculation puts the LUMO energy at -0.101 Eh. Its charge is +1.

***

6.
Here is a 2-piece molecular cluster, C4H14N3S overall in a non-equilibrium geometry from the OMol25 dataset. Energies are from ωB97M-V/def2-TZVPD.

Structure (XYZ):
```
22
Properties=species:S:1:pos:R:3:lowdin_charge:R:1
C -0.203 -0.677 2.989 -0.166
C -0.411 -0.956 1.680 -0.111
N 0.769 -1.241 0.829 0.145
N -1.094 -0.005 3.817 0.089
H 0.760 -0.942 3.433 0.133
H -1.355 -0.933 1.151 0.118
H 1.307 -0.392 0.678 0.137
H 1.382 -1.972 1.205 0.173
H 0.426 -1.566 -0.114 0.019
H -2.056 -0.081 3.533 0.103
H -0.974 -0.205 4.809 0.112
C 0.123 1.111 -1.517 -0.373
C 0.183 0.244 -2.797 -0.524
S 0.352 -1.512 -2.319 0.734
N -0.251 2.504 -1.906 -0.006
H -0.614 0.681 -0.818 0.087
H 1.103 1.047 -1.017 0.090
H -0.733 0.341 -3.392 0.080
H 1.005 0.566 -3.475 0.092
H 0.258 -2.015 -3.557 -0.105
H -0.619 2.983 -1.075 0.072
H 0.642 3.019 -2.137 0.100
```

The value obtained for the energy above the lowest of the compared OMol25 structures with the same formula, charge and spin is 55.2 kcal per mole. Its electronic energy is -722.9785 a.u. Its HOMO-LUMO gap is 9.737 eV. The max |F| comes out at 1.74 eV/A. The molecular weight comes out at 136.24 g mol⁻¹. The calculation puts the LUMO energy at -0.112 Eh. Its charge is +1.